[1]
Molecular formula: C16H39N12O21
Method: DFT, wB97M-V/def2-TZVPD

Summary:
orbital gap	8.73	eV
max |F|	4.11	eV Å⁻¹
charge	+1

XYZ file:
```
88
Properties=species:S:1:pos:R:3:forces:R:3
C -2.355868 -0.814843 -5.772656 0.2831 -0.1005 0.5090
C -1.249807 -1.245657 -6.395637 -0.0767 -0.2946 -1.2429
N -0.209666 -1.289959 -5.486931 -0.1887 0.2216 -0.0106
C -0.679039 -0.877934 -4.321571 -0.6887 -0.2660 2.1359
C -0.023799 -0.687705 -2.995902 2.1413 1.9450 -0.9063
C 1.119800 0.349403 -3.315523 1.5590 -2.3873 -0.6056
C 2.378573 -0.310966 -3.991112 0.5832 1.7615 3.6703
O 2.257598 0.209800 -2.543967 -1.3556 0.8866 0.3109
N -1.961806 -0.608835 -4.454353 -1.3630 0.3042 -0.8709
H -3.347770 -0.681033 -6.176353 0.0925 0.0926 0.3175
H -1.208076 -1.498419 -7.445769 0.4899 -0.0951 0.2583
H 0.749959 -1.582810 -5.623979 -0.1622 -0.1018 -0.2297
H -0.649163 -0.160420 -2.265786 -0.3068 -0.7474 -0.2763
H 0.503230 -1.562268 -2.611381 -0.5035 -0.0680 -0.0030
H 0.835698 1.346022 -3.666334 0.0765 -0.1927 0.1957
H 2.707959 -1.289376 -3.633950 -0.5725 -0.5238 -1.5593
H 3.194632 0.381267 -4.204816 -0.3739 -0.4539 -1.5910
H -2.582209 -0.294318 -3.715320 0.3413 -0.0335 0.1865
C -0.242786 -3.442011 0.224142 0.0899 -0.1177 0.1490
N -1.542557 -3.137428 -0.433023 0.0374 -0.0644 0.1914
O -2.512840 -3.000097 0.271992 -0.0545 0.0454 -0.1236
O -1.536785 -3.048285 -1.649783 -0.0179 0.1372 -0.1072
H -0.400796 -3.490583 1.295242 -0.0785 0.0568 -0.0363
H 0.101328 -4.397750 -0.164160 0.0112 0.0696 -0.1180
H 0.448849 -2.642664 -0.029461 0.0064 -0.0484 -0.0588
C -2.023317 -5.519566 -4.522045 0.0856 0.1952 -0.0901
N -1.584023 -6.263530 -3.310288 -0.0122 0.0532 -0.0247
O -0.548716 -5.911886 -2.778748 0.0404 0.0081 0.0647
O -2.293131 -7.169955 -2.939200 0.0214 0.0126 0.0365
H -1.296504 -4.743606 -4.734979 0.0420 -0.0781 0.0436
H -2.080681 -6.231278 -5.340413 -0.0916 -0.0090 0.0428
H -2.998419 -5.092076 -4.305036 -0.0416 -0.1340 -0.0061
C -2.567596 1.323771 0.858964 -0.2077 -0.1013 0.1354
N -1.969376 1.330375 -0.500572 -0.2717 0.1367 0.5370
O -2.591023 0.777772 -1.394858 0.1498 -0.0452 -0.3976
O -0.898543 1.879794 -0.636630 0.0447 -0.1539 -0.3255
H -3.515710 0.799100 0.818576 0.0318 0.0101 -0.1308
H -1.869551 0.811598 1.522386 -0.0772 0.2372 -0.2355
H -2.711569 2.359404 1.158318 0.1370 0.0145 -0.0372
C 3.876876 2.599628 -0.569788 0.0396 -0.0908 -0.1885
N 4.271354 2.695943 0.861522 0.0773 -0.0656 -0.0904
O 5.164132 1.976260 1.248930 -0.0357 0.0360 0.0872
O 3.665554 3.497741 1.545571 -0.0057 -0.0084 -0.0186
H 4.496810 1.852568 -1.051759 0.0165 -0.0151 0.1064
H 2.829496 2.313026 -0.603040 -0.0078 0.1000 0.0218
H 4.031084 3.577959 -1.016542 -0.1077 0.0314 0.0723
C -3.625050 4.616403 -2.903189 -0.0924 -0.0130 -0.2190
N -4.118738 4.380732 -1.519071 -0.0767 0.0105 -0.0781
O -5.207499 3.865152 -1.390974 0.0547 -0.0416 0.0646
O -3.387351 4.725745 -0.613470 0.0372 -0.1145 0.0304
H -4.374628 4.263009 -3.602488 -0.0437 0.0034 0.0861
H -3.462438 5.684536 -3.014967 0.1057 -0.0305 0.0550
H -2.695456 4.064916 -3.015589 0.0535 0.1109 0.0810
C 3.328236 3.956322 4.567801 -0.1002 -0.0709 -0.1630
N 2.793201 3.734018 5.938459 0.0404 0.0216 -0.1703
O 1.691388 3.224975 6.039973 -0.0064 0.0070 0.1094
O 3.490575 4.075279 6.866076 -0.0625 0.0129 0.0965
H 2.599748 3.604858 3.848597 -0.0167 -0.0135 0.0726
H 3.501988 5.022407 4.453510 0.1070 -0.0298 0.0623
H 4.255366 3.397252 4.483030 0.0377 0.0947 0.0337
C -0.103676 0.518648 5.233087 0.0128 0.1638 0.2412
N -0.116798 -0.011737 3.847223 -0.0145 0.1369 0.3117
O -1.134572 0.132284 3.191434 0.2035 -0.2138 0.0822
O 0.889596 -0.560764 3.450391 -0.1006 -0.0870 -0.1403
H -1.065864 0.973959 5.438854 -0.0057 -0.0436 -0.0922
H 0.080430 -0.325232 5.900207 0.0822 0.3693 -0.3087
H 0.693683 1.254291 5.295185 0.0404 -0.0449 -0.0461
C 0.255696 -3.773502 5.554937 0.1971 0.1307 -0.1519
N -0.634178 -3.140624 6.567381 0.0652 -0.0407 -0.0284
O -0.533901 -1.935940 6.732768 -0.1668 -0.4441 0.2069
O -1.395722 -3.866550 7.156299 -0.0236 0.0604 0.0157
H 0.879552 -3.004595 5.110439 -0.0440 0.0314 0.0553
H 0.860034 -4.514594 6.069996 -0.1076 -0.0654 -0.0085
H -0.381451 -4.238123 4.807679 -0.0216 -0.0970 0.1054
C 0.889201 -3.822712 -9.033441 -0.0661 -0.1059 -0.1957
N 0.397043 -4.002419 -7.639098 0.0613 -0.1289 -0.2256
O -0.684365 -4.520511 -7.483312 -0.0090 0.0972 0.1417
O 1.124142 -3.613028 -6.740007 -0.0996 0.1540 0.0192
H 0.143058 -4.213490 -9.716039 -0.0315 -0.0241 0.0909
H 1.043399 -2.758677 -9.192333 0.1275 -0.0288 0.0583
H 1.823136 -4.370494 -9.123045 0.0470 0.1075 0.0590
C 1.698985 5.165716 9.466225 0.1505 0.0857 -0.1481
N 0.760051 5.800681 10.431247 0.0772 0.0320 -0.0451
O 0.852892 6.998447 10.600908 -0.0613 -0.0203 0.0370
O -0.036013 5.069303 10.981320 -0.0093 0.0271 0.0048
H 2.345804 5.932201 9.055246 -0.0462 0.0322 0.0600
H 2.275774 4.423301 10.009517 -0.1030 -0.0748 -0.0339
H 1.102916 4.702379 8.685254 0.0111 -0.1149 0.0862
```
Positions in Å, forces in eV/Å.

[2]
Molecular formula: C16H39N7O23
Method: DFT, wB97M-V/def2-TZVPD

Summary:
2S+1	2
⟨S²⟩	0.7533
orbital gap (spin up / spin down)	2.91 / 6.85	eV
max |F|	6.28	eV Å⁻¹
charge	-1

XYZ file:
```
85
Properties=species:S:1:pos:R:3:forces:R:3
C -2.563843 1.438647 -3.892661 -0.8361 0.5036 0.4819
N -2.030102 2.642595 -3.115276 -1.9368 0.8395 -2.3212
O -1.203377 2.400095 -2.322178 1.8846 -0.4656 1.9613
O -2.449664 3.781199 -3.386797 0.1178 -1.5412 0.0850
H -3.228703 0.871957 -3.240798 0.2454 0.2251 0.4418
H -1.724470 0.788866 -4.140330 -0.0252 0.4987 -0.3865
H -3.220998 1.813692 -4.677243 0.6796 -0.0540 -0.3254
C 3.230074 3.347821 -1.332551 -0.9984 -0.6702 -0.8829
N 2.196813 2.939754 -0.401845 3.4028 4.8040 -2.1871
O 1.888997 3.865238 0.373147 -1.9764 1.6109 3.0705
O 1.861383 1.779128 -0.415565 -1.9670 -5.4763 0.6031
H 3.638062 4.350574 -1.205505 0.3496 -0.4350 0.9314
H 2.687117 3.482406 -2.268066 0.2167 -0.5018 -0.8282
H 3.874220 2.468786 -1.354015 0.7733 0.3892 -0.5566
C -4.421721 1.143044 1.334793 0.2146 1.7836 -0.2729
N -3.743616 1.733129 0.090577 -0.2100 0.8462 0.0649
O -3.525033 0.969644 -0.822427 0.1789 -0.4584 -0.1768
O -3.534815 2.946476 0.028607 -0.3120 -1.6201 0.5734
H -5.153896 0.396650 1.026710 0.3945 0.0719 -0.0096
H -4.867705 2.058991 1.722404 -0.3621 -0.3921 0.3233
H -3.683288 0.821806 2.069391 0.1467 -0.2563 -0.3940
C 2.312597 -3.691199 2.870590 -0.5347 0.9882 0.0550
N 1.861104 -5.001839 3.355460 -1.6167 -1.7305 0.8013
O 2.634672 -5.626883 4.062950 -0.2116 0.2907 -0.3527
O 0.726136 -5.444728 3.053700 2.0682 1.3154 0.1921
H 3.104793 -3.291920 3.503914 0.4209 -0.7476 -0.4863
H 1.525525 -2.947048 2.992497 -0.3752 -0.4854 -0.4338
H 2.521855 -3.833149 1.810319 0.2861 0.3562 0.2119
C -0.537772 -1.696096 4.831246 2.4199 0.0014 0.7401
N -1.885695 -1.716130 4.335707 -0.1432 0.6061 0.5590
O -2.671943 -2.382813 4.985217 -0.4670 0.1477 -0.8112
O -2.109884 -0.963611 3.404572 -0.8092 -0.6204 0.0624
H 0.119717 -1.200225 4.117165 -0.1999 -0.1532 -0.0013
H -0.175241 -2.681390 5.124301 -0.3498 -0.2125 -0.5189
H -0.479181 -1.153162 5.774589 -0.4908 0.3682 -0.1631
C 4.783683 -0.340928 0.140413 -0.1420 -1.0717 -0.4638
N 5.425140 -1.550987 0.897483 0.0518 2.5552 2.2938
O 4.800834 -1.992948 1.890237 1.0267 0.0466 -2.3513
O 6.632660 -1.678551 0.716838 -1.2485 -0.9008 -0.1566
H 4.377909 -0.704348 -0.803708 -0.0738 -0.1609 0.1665
H 5.584809 0.354953 -0.108666 -0.0218 -0.2004 0.4096
H 3.968989 0.089638 0.722634 0.2066 -0.1746 0.0813
C -0.690394 -0.434834 -0.300946 0.8658 0.4958 -0.1499
N 0.586320 -1.107221 0.145561 -1.3172 0.0103 -0.3051
O 1.506916 -1.219414 -0.613348 0.3650 0.1150 -0.4720
O 0.540106 -1.591562 1.251167 0.3274 -0.3013 1.1593
H -1.414499 -0.507863 0.510497 0.0749 -0.3360 -0.3368
H -0.936261 -0.900983 -1.255071 -0.3265 0.0340 0.2213
H -0.437381 0.611072 -0.474629 0.1732 0.0710 -0.1282
C 1.796035 -0.382586 -3.738661 -1.2482 -1.7444 0.7049
O 2.553585 0.713452 -4.128525 1.2184 -1.5290 2.1517
C 1.928251 1.553174 -4.852161 -1.2632 0.5618 -3.0891
O 0.781322 1.505872 -5.248627 -0.1220 0.2478 0.7723
O 2.864257 2.327509 -5.342554 0.6030 2.2897 -1.2048
C 2.550732 3.476268 -6.182548 0.5082 0.4089 1.1777
H 2.310278 -1.037504 -3.035294 0.4184 0.6018 -0.0140
H 1.547795 -1.005989 -4.597642 -0.0404 0.1066 -0.2866
H 0.861893 -0.086183 -3.261564 0.0787 0.1816 0.0359
H 3.047737 3.391334 -7.148919 -0.2560 -0.3889 0.0606
H 3.025186 4.297079 -5.644712 0.1322 0.1164 -0.1585
H 1.505863 3.777231 -6.258476 -0.1092 -0.8266 -0.0374
C -0.495261 2.565094 2.127300 0.2986 0.0548 0.5806
O -1.584890 2.331171 3.119323 0.7850 0.8005 0.7832
C -1.238305 2.181435 4.435218 1.8621 -2.1074 -1.7233
O -0.112437 1.832159 4.832399 -3.0589 1.5112 -0.2681
O -2.406146 2.219644 5.113411 0.2791 0.3547 0.3631
C -2.385280 2.312525 6.530188 0.0681 -0.2210 0.9992
H -0.882939 2.995745 1.204069 -0.6535 -0.4852 0.1870
H 0.037211 1.630561 1.950567 -0.0381 0.1673 -0.0110
H 0.201660 3.339037 2.448856 0.0451 -0.3199 0.4462
H -1.887037 3.211983 6.891874 0.1620 -0.0074 -0.2635
H -1.973561 1.451234 7.056276 0.6239 -0.1679 -0.5146
H -3.395689 2.321389 6.938963 -0.2987 0.2976 -0.7623
C -2.787472 -3.699247 0.268685 0.2479 -0.7756 -0.9891
O -3.033377 -3.286147 -1.067437 2.3604 0.9241 -3.3791
C -1.943441 -3.416790 -1.981955 -0.8536 -1.7156 -0.5565
O -0.924459 -4.092704 -1.846268 -2.2754 2.0433 0.3745
O -2.344326 -2.855531 -3.189158 -0.6149 -0.5373 2.1725
C -1.456934 -2.898776 -4.303882 1.2144 0.2205 0.9636
H -2.629936 -4.774118 0.179597 0.1769 -0.0930 0.7531
H -3.742725 -3.489449 0.749924 0.5227 0.1483 0.4822
H -1.882833 -3.195899 0.609804 -0.3290 -0.0496 0.6730
H -0.681541 -3.642037 -4.118324 -0.1604 -0.2296 -0.2342
H -0.944297 -1.937254 -4.276009 -0.0035 0.1075 -0.5883
H -1.979869 -3.070011 -5.244798 -0.2193 0.0460 0.3808
```
Positions in Å, forces in eV/Å.

[3]
Molecular formula: C16H40AsF6O18S2V
Method: DFT, wB97M-V/def2-TZVPD

Summary:
orbital gap	2.01	eV
max |F|	4.66	eV Å⁻¹
charge	-4

XYZ file:
```
84
Properties=species:S:1:pos:R:3:forces:R:3
O -8.182455 1.433501 -20.039312 -0.1146 -0.0328 -0.7521
V -9.750559 1.549393 -20.422193 -2.9716 1.5818 3.2216
O -10.006007 2.843414 -21.348981 0.8336 -1.1047 0.1671
S -11.594811 -0.478520 -19.603828 -1.8230 0.5470 0.0774
O -11.852892 0.828811 -20.314730 1.3212 0.3173 -1.1572
O -10.212190 -0.270179 -19.077901 1.2406 -0.7214 -0.9749
O -12.552219 -0.641135 -18.517949 0.1813 -0.6559 -0.1744
O -11.717568 -1.549997 -20.622992 0.7302 -0.4915 0.2731
S -11.334925 2.685861 -17.380769 -1.2135 -0.0742 -0.0429
O -10.869381 3.972850 -16.781904 0.4203 -0.0321 0.0926
O -11.160991 1.562381 -16.449753 0.4509 0.2902 0.0729
O -12.750060 2.804675 -17.768657 0.3181 0.2500 -0.1122
O -10.475159 2.479651 -18.634296 1.1439 -0.0716 -0.8648
As -13.422090 2.968910 -24.000302 -0.4872 0.1875 1.0018
F -12.810227 1.508872 -24.742375 -0.0700 0.0218 -0.3907
F -14.223396 3.485168 -25.494683 0.2706 -0.2314 -0.3199
F -14.086779 4.416811 -23.269884 0.2206 0.0512 -0.1957
F -12.683820 2.547643 -22.509962 -0.2779 0.0811 -0.7085
F -11.991743 3.803066 -24.545769 -0.0359 0.1715 -0.0698
F -14.909410 2.132275 -23.624971 0.0900 -0.1136 0.0198
C -7.677038 -2.087401 -14.063405 0.7512 0.0950 -0.8273
O -7.585584 -0.827196 -14.665232 0.1713 -0.0598 0.7247
C -8.256902 0.144745 -13.888313 -0.9154 0.4300 -0.2831
C -7.991971 1.508649 -14.488922 0.8693 -0.0159 0.2902
O -8.357240 1.502498 -15.802557 -0.2350 -0.3468 -0.0634
C -7.953581 2.632704 -16.508491 1.2839 0.6805 -0.3847
H -7.189445 -2.779048 -14.757294 -0.3879 -0.1364 -0.0871
H -8.724412 -2.356298 -13.906451 0.0513 -0.2342 0.2532
H -7.049217 -2.150525 -13.157523 -0.4602 0.1381 0.3563
H -7.942069 0.107150 -12.830959 0.2370 0.0456 -0.0545
H -9.343094 -0.023004 -13.905953 0.0440 -0.2106 -0.1574
H -6.890138 1.661157 -14.383283 -0.0322 0.2136 -0.0941
H -8.474933 2.319047 -13.918310 -0.1883 -0.1520 0.1332
H -8.056482 2.458458 -17.577600 -0.3361 -0.1759 0.0753
H -6.867629 2.793318 -16.292950 -0.0410 -0.0520 -0.1466
H -8.448234 3.578958 -16.267974 -0.5878 -0.3550 0.2148
C -0.457025 2.190615 -18.614238 0.0264 -0.5635 0.0789
O -1.374185 1.907429 -19.633793 0.5849 0.3802 -0.3861
C -1.387045 0.563397 -20.023443 -0.6028 -0.0511 -0.6505
C -2.459636 0.382525 -21.080623 -0.1421 0.6274 0.0125
O -3.717408 0.648599 -20.565119 -0.3089 -0.8082 0.9319
C -4.791223 0.299479 -21.418914 0.5903 0.1404 -1.5465
H 0.531841 1.734595 -18.781433 -0.0649 -0.0947 -0.1891
H -0.852758 1.771169 -17.682019 0.1819 0.3505 0.2505
H -0.293911 3.264429 -18.571849 -0.3155 0.0690 0.1984
H -1.563301 -0.089219 -19.160367 -0.0369 -0.0655 -0.0236
H -0.473795 0.246832 -20.556301 0.3625 0.2336 0.4538
H -2.319407 -0.635930 -21.480213 -0.3986 -0.0112 -0.0684
H -2.299425 1.118554 -21.886209 0.4757 -0.2523 -0.1694
H -5.732747 0.166025 -20.900905 0.0287 0.2295 0.3434
H -4.533741 -0.586404 -22.023008 -0.1101 -0.3535 0.5060
H -4.882327 1.058460 -22.209624 -0.3669 0.2686 0.3254
C -7.674876 1.599932 -25.591934 -0.1863 -0.4858 -0.4476
O -8.224540 1.990823 -24.385888 0.2004 0.3539 0.3328
C -9.607727 1.645277 -24.259337 -0.5456 0.1341 0.0825
C -9.830466 0.253439 -23.664253 -0.2674 1.4069 -1.2419
O -9.270639 0.184820 -22.388636 0.1545 -0.1190 0.6553
C -8.424061 -0.898289 -22.098864 0.1219 -0.1769 0.4621
H -7.691336 0.503599 -25.718577 0.0564 -0.0042 -0.0182
H -6.633555 1.919792 -25.674164 0.0071 0.1183 0.2713
H -8.221129 2.015582 -26.455515 -0.0194 0.0783 0.0475
H -10.067152 1.717880 -25.254616 -0.1275 -0.2445 0.0623
H -10.139161 2.372166 -23.644893 0.5193 0.1580 0.1738
H -9.377286 -0.409492 -24.414568 -0.0239 -0.7036 0.6362
H -10.919174 0.158215 -23.615860 0.0535 -0.4895 0.0503
H -8.366763 -0.943555 -21.010448 0.0438 -0.0521 -0.0255
H -7.414218 -0.733648 -22.505097 -0.0572 0.0582 -0.1385
H -8.809987 -1.859759 -22.452224 -0.2167 0.1333 -0.1252
C -8.029829 5.422095 -22.137796 0.5413 -0.7782 -0.1580
O -8.432952 6.571093 -22.881802 -0.0259 -0.1969 0.1150
C -7.796234 7.727569 -22.463477 0.2755 0.5506 0.6580
C -8.785435 8.873719 -22.517756 -0.3900 0.0212 -1.2958
O -8.189393 10.041604 -21.988339 0.1368 0.1523 -0.0716
C -9.076874 11.132327 -21.869623 0.1843 -0.6995 0.0297
H -8.628203 4.540725 -22.367455 -0.4893 0.3592 -0.0231
H -8.074633 5.598039 -21.062156 -0.1230 0.0511 -0.0043
H -7.007091 5.125042 -22.416755 0.1011 0.2845 0.1152
H -6.918386 8.001232 -23.074544 -0.1169 -0.1389 -0.2929
H -7.372237 7.674230 -21.451652 -0.3458 -0.3008 0.1456
H -9.775810 8.655178 -22.105623 0.3358 -0.2477 0.6808
H -9.015131 9.016182 -23.591103 0.0754 0.2593 0.0652
H -9.555316 11.082220 -20.886321 -0.0999 0.3097 -0.0175
H -9.857206 11.094117 -22.637183 0.0381 0.1118 -0.0535
H -8.477239 12.034336 -21.990051 -0.1660 0.1634 0.1504
```
Positions in Å, forces in eV/Å.